{
  "formula": "C11H13N7O2PdS3",
  "method": "ωB97M-V with the def2-TZVPD basis set",
  "elements": ["Pd", "S", "C", "C", "C", "C", "N", "C", "C", "C", "S", "C", "N", "H", "H", "C", "O", "C", "O", "N", "N", "H", "H", "H", "H", "H", "H", "N", "N", "C", "N", "S", "H", "H", "H", "H", "H"],
  "xyz": [[-0.29, -0.78, -1.25], [1.19, -2.67, -0.40], [2.15, -1.57, 0.51], [2.66, -1.99, 1.74], [3.45, -1.15, 2.51], [3.88, -1.59, 3.78], [4.15, -1.96, 4.83], [3.75, 0.16, 2.04], [3.27, 0.58, 0.81], [2.46, -0.26, 0.04], [1.88, 0.31, -1.49], [4.50, 1.04, 2.86], [5.04, 1.77, 3.56], [2.43, -2.99, 2.10], [3.51, 1.56, 0.45], [-1.63, 3.45, 1.15], [-1.92, 2.15, 1.69], [-1.54, 1.10, 1.01], [-0.95, 1.14, -0.08], [-1.87, -0.06, 1.63], [-1.49, -1.29, 1.08], [-2.06, 4.16, 1.86], [-2.11, 3.57, 0.17], [-0.56, 3.60, 1.05], [-2.37, 0.00, 2.51], [-2.32, -1.84, 0.83], [-0.94, -1.83, 1.76], [-0.86, 0.43, -3.48], [-2.15, 0.05, -3.90], [-2.74, -1.05, -3.42], [-3.98, -1.34, -3.78], [-1.92, -2.14, -2.38], [-0.85, 1.40, -3.17], [-0.17, 0.32, -4.23], [-2.66, 0.65, -4.55], [-4.53, -0.75, -4.39], [-4.41, -2.19, -3.46]],
  "mulliken_spin": [1.2479, 1.0016, 0.0421, 0.0717, 0.0614, -0.0094, 0.0442, 0.0521, 0.0741, 0.0369, 0.9399, -0.0069, 0.0354, -0.0155, -0.0102, -0.0011, 0.0058, 0.0031, 0.0219, -0.0020, 0.0416, 0.0000, 0.0000, 0.0007, 0.0019, -0.0015, -0.0062, 0.0649, -0.0001, -0.0300, 0.0143, 0.3354, -0.0065, -0.0056, -0.0015, -0.0014, 0.0011],
  "total_charge": 2,
  "multiplicity": 5,
  "homo_lumo_gap_ha": [0.3189, 0.1979],
  "de_lowest_kcal_mol": 20.8,
  "largest_force_ev_per_a": 1.0
}